# 1
17
Properties=species:S:1:pos:R:3:forces:R:3 method="wB97M-V/def2-TZVPD" e_lumo_ev=0.2 relative_energy_ev=9.979 gap_ev=8.6 total_energy_ev=-9791.488
C -0.153529 -1.214199 0.001326 4.2 -4.7 -1.4
C -1.105003 -0.294345 0.435047 -2.8 0.8 3.5
C -2.444152 0.228842 0.090491 0.4 -0.5 -3.0
C -1.055909 0.840689 -0.527838 -1.6 0.3 0.5
C 0.319169 1.216508 -0.186396 3.6 0.8 0.0
H 2.975700 -0.099158 1.183429 -2.3 -2.0 -4.6
H 3.014066 -1.340029 -0.604238 -2.9 2.6 1.8
H 0.535126 -2.010171 0.620034 -2.6 1.5 -0.7
H -0.592562 -1.753255 -0.893114 1.0 0.3 0.4
H -0.702442 0.048172 1.391023 -0.9 0.4 0.3
H -2.864397 -0.321650 -1.038939 0.5 1.9 4.2
H -3.055487 0.717778 0.895429 0.4 -0.7 -1.3
H -1.105256 0.397853 -1.483148 0.5 0.0 -1.3
H 1.915744 1.989566 0.455327 -0.6 0.5 -0.9
N 2.424061 -0.495355 -0.113665 0.2 1.4 2.6
N 0.892540 -0.221328 -0.275426 4.3 0.9 -0.5
N 1.002336 2.310081 0.050662 -1.3 -3.3 0.5

---

# 2
47
Properties=species:S:1:pos:R:3:forces:R:3 method="wB97M-V/def2-TZVPD" smiles="CC(=O)OCCCCCCN/C(NCCN)=[NH+]/P(=O)(O)O" e_lumo_ev=-5.1 charge=+1 gap_ev=7.5 total_energy_ev=-37303.252
C -3.188125 4.185366 -1.534175 0.3 -0.2 0.3
C -2.853950 2.577274 -1.305910 -2.4 -2.7 4.5
O -3.315355 1.995694 -0.172907 3.2 3.2 -7.1
O -2.121758 1.773820 -2.318615 -2.5 1.5 2.6
C -2.437279 0.341169 -2.194999 0.0 -1.3 0.2
C -1.744924 -0.458768 -3.449470 -0.4 -0.1 -0.1
C -0.187237 -0.920950 -3.169477 -0.1 -0.1 -0.9
C 0.895629 0.309915 -3.138375 0.3 -0.3 0.3
C 1.008259 1.092341 -1.696379 0.2 0.4 -0.1
C 2.254744 0.593073 -0.744051 0.9 1.3 -1.7
N 1.901919 0.636513 0.725698 -1.2 -3.3 0.7
C 1.439383 -0.740034 1.236591 0.6 0.3 0.1
N 2.410678 -1.662391 1.938245 -1.7 2.7 -2.6
C 2.606560 -1.318135 3.397490 0.1 -0.1 1.5
C 1.811891 0.019150 3.913161 1.4 -0.2 1.0
N 2.148631 0.156376 5.413037 -1.0 -1.8 -0.8
N 0.137045 -1.125353 1.038313 1.2 1.2 0.1
P -0.625550 -2.644501 1.571265 -0.2 -6.9 0.4
O 0.332243 -3.899055 1.628724 -3.4 5.7 0.2
O -1.504535 -2.313473 3.037533 0.4 0.8 -4.3
O -1.852969 -3.031881 0.347406 1.0 1.4 3.5
H -3.599302 4.425264 -2.611650 1.2 -0.7 2.1
H -2.197154 4.766863 -1.267701 -2.0 -1.1 -0.9
H -4.011750 4.561462 -0.756308 1.9 -1.4 -1.6
H -3.613247 0.204877 -2.132313 2.6 0.3 -0.2
H -1.977263 -0.074703 -1.186188 -1.0 0.8 -1.9
H -2.364427 -1.447167 -3.672799 1.2 2.1 0.7
H -1.856525 0.207685 -4.433577 0.5 -1.4 2.2
H 0.111474 -1.631567 -4.080529 -0.6 1.6 2.0
H -0.115077 -1.604484 -2.196197 -0.2 1.6 -1.9
H 1.962398 -0.178995 -3.338376 -2.2 1.2 0.2
H 0.652447 1.113797 -3.981318 0.5 -1.9 1.8
H 0.036361 1.021238 -1.048251 1.5 0.1 -1.4
H 1.184584 2.242468 -1.923642 -0.4 -2.4 0.6
H 2.695841 -0.443890 -1.060155 -1.0 1.8 0.8
H 3.126439 1.394388 -0.897429 -1.8 -1.9 0.4
H 1.198149 1.374317 0.947371 0.5 -1.0 -0.4
H 3.309986 -1.563866 1.416249 -1.0 0.2 0.6
H 2.266919 -2.271734 4.020485 0.7 2.2 -1.2
H 3.776726 -1.168453 3.567761 -2.6 -0.2 -0.3
H 2.268556 0.972279 3.406145 -1.2 -1.9 0.6
H 0.646519 -0.060979 3.843455 2.2 0.2 -0.3
H 1.313776 -0.285161 5.900812 1.7 0.7 -0.4
H 2.996777 -0.449672 5.628726 -1.5 1.0 -0.3
H -0.484632 -0.442977 0.508512 1.0 -0.9 0.8
H -2.339355 -1.808294 2.740169 1.5 -0.9 0.9
H -2.667105 -3.434677 0.811395 1.8 0.8 -0.8

---

# 3
14
Properties=species:S:1:pos:R:3:forces:R:3 method="wB97M-V/def2-TZVPD" e_lumo_ev=0.8 relative_energy_ev=5.472 gap_ev=8.2 total_energy_ev=-8263.854
C -0.320188 -0.408278 -0.442242 -0.1 0.0 0.0
C 0.486244 0.347673 0.414428 0.0 0.2 0.0
N -1.313520 -1.294097 0.134439 0.1 0.1 0.0
N 0.203303 -0.969645 -1.657389 0.0 0.0 0.0
C 1.651173 0.674506 0.929065 -0.2 0.0 0.0
O -0.677452 1.792747 0.462851 0.2 -0.2 0.0
H -1.251030 1.854151 1.243666 0.1 -0.1 -0.1
H -0.897817 0.938136 -0.396520 0.1 -0.1 0.1
H -2.170263 -1.286095 -0.406923 0.1 0.0 0.0
H -1.519725 -1.070138 1.099181 0.0 0.0 -0.1
H 0.716590 -1.831209 -1.493214 0.0 0.1 0.0
H 0.785061 -0.311655 -2.158410 0.0 0.0 0.0
H 1.946012 1.689023 1.153403 -0.1 0.0 0.0
H 2.361611 -0.125118 1.117665 -0.1 0.0 -0.1

---

# 4
55
Properties=species:S:1:pos:R:3:forces:R:3 method="wB97M-V/def2-TZVPD" e_lumo_ev=-9.0 charge=+2 relative_energy_ev=0.000 gap_ev=5.2 total_energy_ev=-47791.351
N -1.764808 -0.895863 0.308042 -3.5 -0.6 -1.2
C -2.831436 -1.473153 0.329821 3.0 -2.8 4.2
O -3.586395 -2.371063 0.771325 1.2 2.3 -1.4
Ag -4.517239 -1.329482 -0.838875 -2.4 0.5 -1.9
Ta -0.058860 0.030523 0.217300 0.9 0.5 -2.0
N -0.189153 1.726073 -0.744487 0.9 -0.5 1.2
N 0.865550 -1.082869 -1.107659 0.0 0.9 1.4
C -0.583920 2.111999 -2.093560 0.2 0.0 -0.5
C 0.565110 -2.291022 -1.877681 0.0 -0.5 0.1
C -0.717049 3.628442 -2.166445 -0.2 0.3 -0.1
C 0.514148 1.657880 -3.053277 0.1 -0.1 -0.3
C -1.918882 1.463160 -2.436315 -0.4 0.0 -0.2
C 0.243905 -3.397466 -0.875014 0.1 -0.4 -0.2
C 1.759772 -2.699542 -2.732298 0.0 -0.2 -0.3
C -0.627657 -2.020723 -2.780374 0.0 -0.2 -0.6
H -1.288601 4.021163 -1.318777 0.0 0.0 -0.2
H -1.242915 3.891958 -3.088130 0.1 0.1 0.1
H 0.263728 4.112092 -2.197659 -0.2 0.0 0.1
H 1.420424 2.253442 -2.880382 -0.2 -0.2 -0.3
H 0.177611 1.806421 -4.087668 0.3 0.0 0.2
H 0.770338 0.599147 -2.897147 -0.2 0.3 -0.2
H -1.898926 0.365193 -2.420232 0.2 0.1 0.0
H -2.185892 1.768586 -3.458098 -0.1 -0.2 0.3
H -2.714299 1.800203 -1.756469 0.2 0.1 -0.1
H 1.111854 -3.578737 -0.228967 -0.2 -0.1 -0.1
H 0.004441 -4.317986 -1.422449 0.1 0.1 0.3
H -0.609679 -3.134378 -0.240597 0.1 -0.1 -0.1
H 2.602122 -3.037261 -2.117942 -0.1 0.1 -0.2
H 2.077550 -1.878669 -3.385804 0.0 -0.2 0.1
H 1.458447 -3.540289 -3.369247 0.2 0.2 0.1
H -0.814014 -2.914350 -3.391104 0.0 0.2 0.1
H -0.417127 -1.186637 -3.461757 -0.1 -0.2 0.1
H -1.544982 -1.813285 -2.218578 0.1 0.0 0.0
C 0.897849 2.541907 -0.169684 -0.3 0.7 0.2
H 1.355506 2.060278 0.721245 -0.1 0.0 -0.1
H 1.705594 2.733883 -0.896228 -0.3 -0.2 0.3
H 0.499951 3.505970 0.180727 0.3 -0.3 0.1
C 2.289211 -0.821038 -0.768660 0.0 -0.3 -0.5
H 2.399945 0.014814 -0.039411 -0.1 -0.2 -0.1
H 2.763232 -1.716918 -0.332382 -0.2 0.5 0.0
H 2.844404 -0.512715 -1.671630 -0.2 0.0 0.5
Cl 0.189444 -0.682567 8.525616 0.0 0.0 -0.1
C 0.241169 -0.489556 6.824768 0.0 0.0 -0.5
C 0.253873 -1.632415 6.009436 0.0 0.1 -0.3
C 0.282104 -1.480823 4.628080 0.2 -0.1 0.8
C 0.251419 -0.192568 4.105443 -0.1 0.3 -0.5
C 0.260608 0.962957 4.896118 -0.2 -0.4 0.6
C 0.267565 0.803641 6.276893 0.0 0.1 -0.2
C 0.138498 -0.075033 2.680020 0.2 -0.3 0.7
O 0.625473 -0.994742 1.886275 0.1 0.9 0.0
O -0.464897 0.902469 2.096769 0.7 -0.2 0.0
H 0.237998 -2.623081 6.450606 0.0 0.2 0.0
H 0.318021 -2.330445 3.947152 -0.1 0.1 0.3
H 0.271204 1.937192 4.414395 -0.1 -0.1 0.3
H 0.278661 1.669181 6.934153 0.0 -0.2 -0.1